{
  "formula": "C44H120CsF6O22",
  "method": "ωB97M-V/def2-TZVPD",
  "fmax_ha_per_bohr": 0.0911,
  "e_tot_ev": -109465.32948,
  "charge": -1,
  "lumo_energy_ev": 1.07,
  "gap_ha": 0.1873,
  "symbols": ["Cs", "C", "O", "O", "C", "F", "F", "F", "C", "C", "H", "H", "H", "H", "H", "H", "C", "O", "O", "C", "F", "F", "F", "C", "C", "H", "H", "H", "H", "H", "H", "C", "C", "O", "H", "H", "H", "H", "H", "H", "C", "C", "O", "H", "H", "H", "H", "H", "H", "C", "C", "O", "H", "H", "H", "H", "H", "H", "C", "C", "O", "H", "H", "H", "H", "H", "H", "C", "C", "O", "H", "H", "H", "H", "H", "H", "C", "C", "O", "H", "H", "H", "H", "H", "H", "C", "C", "O", "H", "H", "H", "H", "H", "H", "C", "C", "O", "H", "H", "H", "H", "H", "H", "C", "C", "O", "H", "H", "H", "H", "H", "H", "C", "C", "O", "H", "H", "H", "H", "H", "H", "C", "C", "O", "H", "H", "H", "H", "H", "H", "C", "C", "O", "H", "H", "H", "H", "H", "H", "C", "C", "O", "H", "H", "H", "H", "H", "H", "C", "C", "O", "H", "H", "H", "H", "H", "H", "C", "C", "O", "H", "H", "H", "H", "H", "H", "C", "C", "O", "H", "H", "H", "H", "H", "H", "C", "C", "O", "H", "H", "H", "H", "H", "H", "C", "C", "O", "H", "H", "H", "H", "H", "H"],
  "coordinates": [[3.3850, 0.6652, -3.7662], [-5.3893, 8.3953, -4.2000], [-4.6473, 7.2186, -4.4032], [-6.4638, 8.0111, -3.3020], [-4.5467, 9.6685, -3.7649], [-4.2612, 9.9116, -2.4558], [-3.3910, 9.7532, -4.3876], [-5.2252, 10.7961, -4.1810], [-3.7555, 6.9891, -5.5004], [-2.9243, 5.7918, -5.0452], [-3.5195, 5.1084, -4.4396], [-2.4987, 5.2273, -5.8748], [-2.0578, 6.0794, -4.4498], [-3.2579, 7.9342, -5.7175], [-4.3516, 6.7980, -6.3927], [-5.7099, 8.5755, -5.2260], [-1.1513, 0.2172, -2.0252], [-1.8290, 1.3254, -2.7526], [0.2730, 0.2884, -2.3055], [-1.6514, 0.0805, -0.5842], [-0.9830, -0.9262, 0.0659], [-1.4378, 1.2133, 0.0407], [-2.9574, -0.2863, -0.4346], [-3.1993, 1.2852, -2.9041], [-3.4006, 2.1922, -4.1764], [-3.1247, 1.7836, -5.1486], [-4.4528, 2.4595, -4.2735], [-2.8769, 3.1414, -4.0629], [-3.6688, 1.7603, -2.0428], [-3.6566, 0.3634, -3.2636], [-1.3828, -0.6687, -2.6166], [5.7478, -1.8744, 0.4233], [6.2249, -1.3804, -0.9052], [5.2602, -0.5485, -1.5797], [5.5736, -1.1322, 1.2023], [6.5604, -2.4419, 0.8767], [4.9073, -2.5626, 0.3331], [6.3586, -2.1799, -1.6340], [7.1946, -0.9028, -0.7649], [4.6685, -0.1024, -0.9694], [-8.6387, -0.3211, -7.0687], [-8.8895, 0.9502, -7.8733], [-9.6732, 0.6248, -8.9813], [-8.1121, -0.1845, -6.1242], [-8.0696, -1.0482, -7.6480], [-9.5918, -0.7587, -6.7717], [-7.9915, 1.3859, -8.3113], [-9.4174, 1.6204, -7.1948], [-10.5039, 1.0389, -8.7362], [-5.2832, -2.1227, -0.8318], [-6.7816, -2.4102, -1.0659], [-6.9454, -2.5412, -2.4433], [-4.8284, -1.3130, -1.4024], [-4.7627, -3.0612, -1.0225], [-5.2405, -1.8229, 0.2153], [-7.5103, -1.6562, -0.7683], [-7.0702, -3.3013, -0.5084], [-7.4460, -3.3423, -2.6144], [-3.7150, -2.9852, -6.9484], [-4.8104, -2.8143, -7.9596], [-5.0650, -4.0596, -8.6323], [-3.6668, -2.0460, -6.3974], [-2.7296, -3.0754, -7.4055], [-3.8614, -3.7702, -6.2066], [-4.5732, -2.0984, -8.7466], [-5.7371, -2.3195, -7.6689], [-4.2601, -4.3278, -9.0815], [1.2726, 1.9257, 1.5225], [0.6965, 3.2281, 0.8221], [0.9017, 3.1444, -0.5054], [1.1127, 1.0278, 0.9256], [0.8253, 1.7554, 2.5018], [2.3435, 2.1170, 1.5908], [1.1241, 4.1536, 1.2077], [-0.3825, 3.1972, 0.9732], [0.2508, 2.4990, -0.7905], [5.7835, 2.9495, -0.4685], [4.3553, 3.2682, -0.5344], [3.6007, 2.3159, -1.2265], [6.2673, 3.6705, 0.1903], [6.1789, 2.9730, -1.4840], [5.9851, 1.9438, -0.0996], [4.2253, 4.2486, -0.9926], [4.0059, 3.3389, 0.4956], [2.6638, 2.3983, -1.0338], [0.3176, 4.0691, -6.1484], [0.1717, 3.5077, -4.7459], [0.7460, 2.2420, -4.5909], [1.2958, 3.8562, -6.5795], [0.1921, 5.1443, -6.2762], [-0.3748, 3.5443, -6.8067], [-0.8470, 3.4974, -4.3585], [0.6760, 4.2181, -4.0909], [0.2856, 1.7959, -3.8764], [0.1194, -4.1039, 2.6781], [-1.2650, -4.2540, 2.1818], [-1.6934, -5.6203, 2.1643], [0.9324, -4.6802, 2.2364], [0.0786, -4.3587, 3.7371], [0.3987, -3.0519, 2.6206], [-1.3014, -3.8654, 1.1641], [-1.9359, -3.5450, 2.6670], [-1.6952, -5.7973, 3.1078], [-3.0983, 4.6653, -1.1015], [-4.3913, 5.4819, -1.3662], [-5.0026, 5.5725, -0.0986], [-2.4787, 5.0947, -0.3142], [-2.5224, 4.5359, -2.0179], [-3.3219, 3.7010, -0.6452], [-5.0690, 5.0071, -2.0756], [-4.0478, 6.3989, -1.8450], [-4.5930, 6.3232, 0.3375], [-6.8721, 3.7352, -6.2237], [-7.3114, 5.0658, -5.6505], [-6.4706, 5.0829, -4.4610], [-7.3527, 3.3817, -7.1359], [-6.9523, 2.9578, -5.4638], [-5.8143, 3.8717, -6.4482], [-8.3285, 5.3129, -5.3460], [-7.0780, 5.8151, -6.4069], [-6.2103, 5.9743, -4.2180], [-5.4112, -3.4599, 3.8707], [-6.8973, -3.6935, 3.3994], [-7.5113, -4.5398, 4.3345], [-4.9406, -4.4405, 3.9425], [-5.3463, -2.9478, 4.8307], [-4.8513, -2.8688, 3.1460], [-6.6869, -4.2566, 2.4902], [-7.3918, -2.7886, 3.0460], [-8.4326, -4.2835, 4.4191], [1.1830, -2.2818, -6.1272], [0.4532, -1.8589, -4.8886], [1.3920, -1.8094, -3.9067], [1.6218, -3.2322, -5.8235], [1.9903, -1.6214, -6.4440], [0.5926, -2.5664, -6.9981], [-0.3346, -2.5889, -4.7029], [0.0607, -0.8656, -5.1065], [0.9644, -1.3929, -3.1548], [0.9837, 0.2299, -9.4656], [0.5435, 1.1996, -8.3179], [1.5842, 1.2650, -7.3781], [0.1504, -0.1405, -10.0627], [1.4091, -0.6874, -9.0586], [1.8058, 0.5672, -10.0969], [-0.2315, 0.6985, -7.7380], [0.0909, 2.1378, -8.6390], [1.3662, 1.8846, -6.6780], [2.1033, -3.1500, -0.3316], [2.0800, -1.9233, 0.4894], [2.3666, -0.7267, -0.2591], [3.0373, -3.3474, -0.8577], [1.2694, -3.1129, -1.0326], [1.8414, -4.0799, 0.1733], [2.9495, -2.1210, 1.1163], [1.1970, -1.7361, 1.1005], [1.6315, -0.5689, -0.8560], [-6.5903, 0.8161, -3.0412], [-8.0042, 0.9956, -2.5060], [-8.6917, -0.1266, -3.0634], [-6.1001, -0.1480, -2.9061], [-5.9038, 1.4853, -2.5225], [-6.5565, 0.9955, -4.1158], [-8.5269, 1.9048, -2.8032], [-8.0432, 1.0121, -1.4168], [-8.0924, -0.8735, -2.9963], [0.5748, 8.0561, -1.8169], [0.1042, 6.6930, -1.4265], [0.9222, 5.6318, -2.0754], [0.5214, 8.2410, -2.8897], [1.5816, 8.2950, -1.4743], [-0.0575, 8.7864, -1.3120], [-0.8856, 6.4449, -1.8097], [0.0920, 6.6672, -0.3369], [0.6714, 4.7064, -2.0265], [-6.0480, 0.9513, 1.4160], [-6.7703, 2.3119, 1.7006], [-7.7479, 2.3954, 0.6791], [-5.3841, 1.1043, 0.5651], [-6.7312, 0.1315, 1.1938], [-5.2968, 0.7318, 2.1746], [-6.2515, 3.2704, 1.6890], [-7.1744, 2.3815, 2.7104], [-8.3063, 1.6175, 0.6121], [-4.2695, 3.0879, -8.5742], [-3.1038, 2.8598, -9.5117], [-3.4975, 3.3918, -10.7650], [-4.6498, 4.1073, -8.6389], [-3.9073, 2.9032, -7.5628], [-4.9788, 2.3505, -8.9500], [-2.8080, 1.8148, -9.6043], [-2.1818, 3.2796, -9.1094], [-4.3006, 3.0242, -11.1414]],
  "atomic_forces_ev_per_a": [[-0.40, -0.08, 0.09], [-3.63, -1.39, 2.48], [1.79, -1.02, 1.04], [3.40, 1.79, -2.68], [-1.78, 0.59, 0.51], [-0.43, -0.81, -0.45], [1.71, -0.25, -0.84], [-0.09, -0.54, 0.24], [-0.99, 0.58, 0.85], [0.57, 0.19, -0.45], [-0.27, 0.23, -0.18], [-0.13, -0.07, -0.28], [-0.05, 0.30, 0.22], [0.78, -0.35, 0.01], [-0.15, -0.48, -0.25], [-0.51, 1.23, -0.40], [2.17, -0.36, -3.86], [2.68, -1.54, 1.83], [-2.52, 0.63, 1.99], [0.49, -1.40, -0.47], [0.07, 0.66, -0.24], [-0.17, 0.81, 1.10], [0.67, 0.77, -0.42], [-0.70, 1.96, -2.75], [-0.93, 0.57, 0.87], [0.37, -0.57, 0.29], [-0.17, 0.05, 0.05], [0.06, -0.14, 0.15], [-0.48, -0.36, -0.01], [0.28, -0.74, 0.92], [-1.13, -0.49, 0.52], [0.38, -1.00, 0.67], [-0.83, 0.48, -0.60], [0.66, 0.04, -0.23], [-0.41, 0.46, -0.45], [0.16, -0.36, -0.11], [-0.11, 0.25, 0.05], [0.23, -0.32, 0.34], [0.00, 0.49, -0.23], [-0.18, 0.03, 0.49], [0.40, -0.14, 0.23], [1.02, -0.84, 0.98], [-1.45, 0.30, -0.52], [0.18, 0.40, -0.03], [-0.13, -0.08, -0.12], [-0.11, -0.07, -0.25], [0.28, 0.20, 0.70], [0.25, 0.54, -0.21], [-0.43, -0.32, -0.77], [-1.29, 0.01, 0.93], [0.82, 0.71, 0.27], [-0.53, -0.89, -1.50], [-0.48, -0.14, -0.23], [0.25, 0.16, 0.17], [0.63, -0.20, 0.21], [0.42, 0.56, 0.54], [0.12, -0.30, -0.09], [-0.07, 0.04, -0.29], [0.06, 1.28, 0.66], [0.13, -0.37, -1.63], [-0.77, 0.09, 0.29], [0.15, 0.11, 0.29], [-0.06, -0.32, -0.19], [-0.23, -0.12, -0.29], [0.94, 0.24, -0.07], [-0.29, -0.99, 0.92], [0.08, 0.10, 0.03], [-0.01, 1.55, -0.24], [-0.79, -1.72, 3.10], [0.67, -0.04, -3.07], [-0.05, 0.24, -0.17], [0.17, 0.18, 0.13], [0.14, -0.50, 0.31], [0.02, -0.11, 0.13], [-0.16, 0.57, 0.53], [0.07, -0.42, -0.85], [1.11, -0.70, -0.60], [-1.38, 0.87, 0.90], [0.66, -1.07, -0.81], [0.23, 0.01, -0.25], [0.47, 0.20, 0.05], [-0.14, -0.05, 0.21], [-0.10, 0.22, -0.02], [-0.37, 0.12, 0.18], [-0.60, 0.41, 0.32], [-0.25, -0.91, -0.66], [0.13, 1.94, 0.83], [0.66, -0.53, -0.86], [0.34, -0.01, 0.29], [-0.31, -0.09, 0.48], [-0.27, 0.18, -0.21], [-0.24, -0.04, -0.52], [0.25, 0.09, 0.20], [-0.28, -0.71, 0.60], [0.69, 0.53, 1.41], [-0.13, 0.23, -2.33], [-0.09, 1.03, 0.55], [-0.48, -0.21, -0.37], [0.43, -0.01, 0.31], [0.07, 0.05, 0.09], [-0.07, -0.46, -0.41], [-0.26, -0.40, 0.70], [-0.22, -0.79, 0.12], [-0.47, -0.40, -0.31], [1.86, -1.11, 0.11], [-0.67, 0.75, 0.16], [0.11, 0.70, -0.22], [0.24, -0.15, 0.01], [-0.30, -0.36, -0.41], [-0.02, -0.12, 0.17], [-0.64, 0.53, 0.32], [-0.18, 0.09, 0.15], [-0.48, -0.39, -0.27], [1.37, 0.03, 1.14], [-0.65, -0.31, -1.01], [-0.27, 0.19, -0.06], [-0.05, -0.05, 0.01], [-0.02, -0.14, 0.05], [-0.34, -0.82, -0.13], [0.45, 0.49, 0.20], [-0.12, 1.02, 0.38], [-1.09, 0.31, -0.05], [3.13, -0.42, -0.76], [-0.77, 0.41, 0.27], [0.01, 0.04, 0.12], [-0.09, -0.07, 0.07], [-0.10, 0.00, -0.15], [-0.58, -0.24, -0.41], [-0.41, 0.11, 0.80], [-0.07, -0.12, 0.07], [0.55, -1.56, -0.47], [-0.79, 0.64, -2.50], [1.36, -0.24, 1.54], [0.53, -0.16, -0.20], [-0.16, 0.23, 0.14], [-0.41, 0.48, 0.06], [-0.33, 0.09, 0.24], [-0.64, 0.20, 0.42], [-0.17, 0.74, 0.81], [0.05, 0.06, 0.67], [-0.43, -2.13, -0.09], [1.41, 0.60, -0.28], [-0.12, 0.51, -0.16], [-0.12, 0.02, 0.63], [-0.31, 0.63, -0.14], [-0.77, -0.22, -0.48], [0.62, 0.31, -0.27], [-0.30, -0.03, 0.27], [-1.80, -1.30, -1.43], [1.52, 0.81, 0.49], [0.52, -0.77, 0.49], [-0.01, 0.42, -0.05], [0.19, 0.13, -0.71], [0.27, 0.13, 0.74], [-0.09, 0.93, 0.76], [-0.06, -0.42, -0.10], [-0.72, 0.35, -0.54], [0.84, 1.45, 0.38], [0.57, -1.37, -0.56], [-1.27, 0.19, 0.26], [-0.75, -0.42, 0.32], [0.02, 0.46, -0.27], [-0.03, 0.26, 0.02], [0.33, -0.01, -0.41], [0.16, -0.29, 0.15], [0.09, -0.29, 0.02], [0.14, 0.49, -0.33], [-0.03, -2.25, -1.04], [0.97, 2.02, 0.20], [-0.02, -0.08, 0.01], [0.17, -0.36, -0.03], [-0.24, 0.02, -0.10], [-0.34, 0.70, 0.34], [0.17, -0.64, 0.14], [-0.77, 0.26, 0.92], [1.51, 1.96, 0.40], [-0.55, -1.44, -0.37], [-0.57, 1.16, -0.19], [-0.37, -0.06, -0.51], [-0.05, 0.11, 0.35], [-0.39, -0.49, 0.50], [0.87, -0.44, -0.81], [-0.62, -0.67, 0.22], [0.17, -0.13, 0.42], [0.97, -0.77, 0.01], [-0.66, 0.09, -0.02], [1.47, 0.75, -0.82], [0.06, -0.13, -0.11], [-0.60, -0.25, 0.23], [-0.68, 0.19, 0.77], [-0.46, -0.45, 0.01], [-0.02, 0.95, -0.64], [-0.01, -0.39, 0.58]]
}